Record 1
# C20H40O24

12 unconnected molecules or ions with the total composition C20H40O24 at a distorted geometry (the ωB97M-V functional and the def2-TZVPD basis, OMol25).

Last column: Löwdin charge in e.
Element x y z (Å)
C -3.118731 -0.847089 -1.350719  -0.088
C -2.913711 0.679450 -1.836026  -0.062
O -4.250993 1.219726 -1.761953  0.051
C -5.107247 0.305796 -1.200800  -0.528
O -6.298539 0.412252 -0.866580  0.095
O -4.427675 -0.770771 -0.868441  0.024
H -2.361391 -1.157937 -0.631064  0.102
H -3.284170 -1.540343 -2.175414  0.127
H -2.362076 0.795534 -2.768940  0.107
H -2.341471 1.100238 -1.009237  0.113
C -4.242961 -1.525844 2.889427  -0.129
C -2.732035 -1.376128 2.661572  -0.140
O -2.319776 -0.225452 3.390683  -0.001
C -3.429474 0.149183 4.271438  -0.377
O -3.560740 1.181610 4.904675  0.140
O -4.543855 -0.644509 3.943752  0.033
H -4.705026 -2.508231 2.986924  0.132
H -4.776784 -1.095471 2.042119  0.122
H -2.525264 -1.361454 1.591461  0.102
H -2.162734 -2.217972 3.055662  0.116
C 1.736476 -1.424258 4.305021  -0.051
C 3.163138 -1.582377 4.820453  -0.157
O 3.327181 -2.932069 5.099967  0.076
C 2.194905 -3.624419 4.931173  -0.526
O 2.054868 -4.796882 5.331323  0.088
O 1.198675 -2.782584 4.559186  0.033
H 1.641752 -1.287951 3.227729  0.117
H 1.163659 -0.743000 4.934203  0.129
H 3.417983 -0.885071 5.618520  0.129
H 3.812685 -1.141672 4.064165  0.124
C -0.855106 3.886859 1.407740  -0.170
C -0.520584 5.158530 0.726531  -0.132
O -1.678784 5.373527 -0.090052  0.090
C -2.714789 4.781323 0.491363  -0.499
O -3.946354 4.834708 0.250028  0.087
O -2.253865 3.787873 1.321843  0.060
H -0.598151 4.059637 2.452840  0.119
H -0.296802 3.008451 1.084007  0.119
H 0.462130 5.108917 0.257597  0.114
H -0.249757 5.888028 1.489798  0.124
C 3.051261 0.094282 -0.212533  -0.122
C 2.298802 -0.633599 -1.252515  -0.159
O 1.072035 -1.050373 -0.615776  0.007
C 0.796977 -0.116099 0.356343  -0.567
O -0.206466 0.018600 1.028994  0.087
O 1.995374 0.349518 0.781086  0.028
H 3.484874 1.034250 -0.553914  0.120
H 3.806178 -0.625227 0.104488  0.121
H 2.844688 -1.542423 -1.505782  0.129
H 2.059228 0.106844 -2.015701  0.085
C 0.966133 -4.033512 0.566445  -0.169
C -0.541304 -4.380538 0.725459  -0.106
O -1.050047 -4.096104 -0.520598  0.101
C -0.146751 -3.811486 -1.376063  -0.526
O -0.298997 -3.440555 -2.559242  0.082
O 1.114360 -3.983983 -0.776061  0.022
H 1.703104 -4.604165 1.131522  0.135
H 1.122453 -2.997093 0.865645  0.107
H -1.099470 -3.831196 1.483601  0.116
H -0.734129 -5.405329 1.042847  0.129
O 5.107317 -2.331303 -3.947204  -0.085
H 4.158090 -2.236718 -4.026347  -0.046
H 5.429099 -2.283829 -4.847451  0.020
O 3.411564 1.598285 -3.395891  -0.063
H 2.479369 1.804770 -3.327865  -0.044
H 3.462666 0.946956 -4.095451  0.029
O 1.615497 3.367744 -1.216079  -0.048
H 1.355714 2.449830 -1.294734  -0.011
H 1.895113 3.614406 -2.097668  0.010
O 2.469527 -2.486651 -4.583162  -0.092
H 1.786500 -2.701232 -5.218506  0.037
H 2.361539 -3.134410 -3.886748  0.030
O -0.138897 1.690900 3.556661  -0.052
H -0.380062 0.938241 3.016667  -0.016
H -0.822104 1.735068 4.225615  0.023
C 1.044771 3.188257 -4.887638  -0.109
C -0.192176 2.766463 -4.091013  -0.297
O 0.294625 1.864157 -3.079064  -0.156
H 0.969241 4.072341 -5.520716  0.070
H 1.364501 2.367859 -5.530150  0.062
H 1.901977 3.414234 -4.253422  0.048
H -1.067009 2.435734 -4.650828  0.100
H -0.688105 3.606793 -3.605208  0.107
H 0.348338 1.000133 -3.494016  0.048

Cartesian forces (eV/Å) of the 3 atoms listed first:
-0.18 1.63 -2.51
0.21 -1.88 2.03
-0.87 -0.51 -0.58

Output
HOMO energy (spin up / spin down) = -0.3 / -8.4 eV
spin multiplicity = 2
DFT total energy = -2591.757436 hartree
total charge = -1
frontier orbital gap (spin up / spin down) = 2.4 / 10.5 eV
LUMO (spin up / spin down) = 2.08 / 2.03 eV
⟨S²⟩ = 0.7511

Record 2
# C7H22CdN4O7

A molecular structure, C7H22CdN4O7 at a distorted geometry (the ωB97M-V functional and the def2-TZVPD basis, OMol25).

Last column: Löwdin charge in e.
Element x y z (Å)
O -1.389906 -1.232397 -3.027488  -0.140
H -2.322129 -1.108159 -3.271103  0.113
Cd -0.372926 0.199780 -0.114149  1.351
N 1.959044 -0.103203 0.176007  -0.151
N 0.739248 0.609584 -1.977364  -0.174
O 2.538824 0.003373 1.483033  -0.156
O 0.116389 0.825717 -3.202654  -0.144
C 2.738706 0.434819 -0.770906  -0.362
C 2.052580 0.820337 -1.978686  -0.340
C 4.182509 0.751085 -0.582458  -0.054
C 2.712311 1.379638 -3.190920  -0.043
H 4.674842 0.045826 0.095691  0.077
H 4.316368 1.774242 -0.192591  0.088
H 4.709179 0.713517 -1.547276  0.072
H 1.996551 1.938107 -3.809190  0.076
H 3.140350 0.563404 -3.793253  0.093
H 3.544265 2.036330 -2.917049  0.072
H 2.170761 -0.764787 1.979206  0.037
H -0.567406 0.056904 -3.231868  0.043
O -0.307555 2.466807 0.677481  -0.155
H 0.610709 2.789925 0.747336  0.055
H -0.833507 3.162774 0.231140  0.063
C -1.332577 -1.991021 -1.766098  -0.155
H -2.120466 -1.694781 -1.055930  0.044
H -0.322164 -1.953496 -1.326272  0.042
H -1.513293 -3.050257 -2.013761  0.084
O 1.929316 -2.940692 2.281362  -0.130
H 2.185047 -2.521394 1.432082  0.013
H 1.127715 -3.434962 1.996266  0.023
C -4.860636 0.124139 2.817398  -0.055
O -4.313729 -0.181095 1.501949  0.005
C -3.013726 -0.057132 1.327581  -0.623
O -2.537947 0.015618 0.156065  -0.112
N -2.240073 -0.010434 2.418575  -0.004
N -0.812430 -0.106852 2.250503  -0.043
H -4.606424 -0.646436 3.557782  0.092
H -5.938969 0.136784 2.663507  0.099
H -4.538304 1.115324 3.166849  0.097
H -2.651141 0.062763 3.351366  0.107
H -0.382300 0.707251 2.704485  0.054
H -0.467107 -0.936952 2.753353  0.041

Cartesian forces (eV/Å) of the 3 atoms listed first:
-0.59 -0.70 1.04
0.39 -0.15 0.21
1.41 0.18 0.06

Output
HOMO energy (spin up / spin down) = -5.5 / -3.0 eV
energy above the lowest of the compared OMol25 structures with the same formula, charge and spin = 53.6 kcal/mol
DFT total energy = -1193.090929 hartree
total charge = 0
frontier orbital gap (spin up / spin down) = 5.6 / 3.3 eV
LUMO (spin up / spin down) = 0.18 / 0.35 eV

Record 3
# C4H12

2 unconnected molecules or ions with the total composition C4H12 at a distorted geometry (the ωB97M-V functional and the def2-TZVPD basis, OMol25).

Last column: Löwdin charge in e.
Element x y z (Å)
C 1.278962 1.122353 1.386657  -0.177
C 1.249880 1.929840 0.096551  -0.176
H 0.899030 0.110838 1.299566  0.039
H 2.266579 1.197353 1.848880  0.065
H 0.643057 1.583163 2.149640  0.063
H 0.252499 2.043309 -0.313489  0.056
H 1.892780 1.479221 -0.655085  0.063
H 1.565784 2.947605 0.330770  0.062
C -0.507766 -1.428465 -0.935506  -0.157
C -1.992145 -1.669493 -0.573309  -0.164
H -0.108802 -0.604306 -0.354394  0.019
H 0.033023 -2.372075 -0.838844  0.066
H -0.419867 -1.099313 -1.980333  0.065
H -2.513746 -2.146634 -1.409773  0.059
H -2.511205 -0.743330 -0.336714  0.056
H -2.028063 -2.350066 0.285383  0.060

Cartesian forces (eV/Å) of the 3 atoms listed first:
-0.33 0.78 0.72
-0.08 0.11 0.40
0.44 -0.26 -0.12

Output
SMILES = CC.CC
HOMO energy = -11.7 eV
energy above the lowest of the compared OMol25 structures with the same formula, charge and spin = 4.1 kcal/mol
DFT total energy = -159.578440 hartree
total charge = 0
frontier orbital gap = 12.9 eV
LUMO = 1.14 eV

Record 4
# C5BF20Hf2O15S5

A molecular structure, C5BF20Hf2O15S5 at a distorted geometry (the ωB97M-V functional and the def2-TZVPD basis, OMol25).

Last column: Löwdin charge in e.
Element x y z (Å)
Hf -0.582119 -1.272930 1.402516  2.241
Hf 0.639808 0.491105 -2.600375  2.264
C 2.961934 4.292153 -2.160257  -0.690
F 1.811329 4.663544 -2.689729  0.177
F 3.961608 4.774750 -2.826063  0.226
F 2.970970 4.653439 -0.905317  0.210
S 3.039272 2.401302 -2.190536  0.650
O 2.357180 1.860792 -3.435280  -0.425
O 4.362888 1.923869 -2.000468  -0.170
O 1.978386 1.909853 -1.316599  -0.410
C 3.912574 -0.560839 0.488712  -0.676
F 5.016056 -0.567900 -0.222223  0.189
F 4.178630 -1.112390 1.648659  0.200
F 3.460714 0.665645 0.615762  0.171
S 2.606550 -1.633296 -0.372541  0.648
O 1.526046 -1.805716 0.621154  -0.401
O 2.138560 -0.800403 -1.503393  -0.425
O 3.310371 -2.820093 -0.759035  -0.187
C -1.714846 -3.965379 -2.647481  -0.669
F -1.755206 -3.591694 -3.896401  0.203
F -2.777500 -3.769336 -1.908278  0.183
F -1.412231 -5.226785 -2.603746  0.218
S -0.330826 -2.912281 -1.791925  0.639
O -0.165811 -1.649455 -2.536394  -0.429
O -0.790038 -2.582781 -0.430432  -0.418
O 0.831252 -3.737055 -1.793333  -0.207
C -3.983154 1.449889 -1.199678  -0.706
F -4.989158 1.006730 -0.520463  0.220
F -4.327820 1.842194 -2.393620  0.204
F -3.376924 2.412417 -0.548674  0.186
S -2.753190 0.009560 -1.397913  0.648
O -2.326026 -0.411830 -0.068178  -0.399
O -3.416428 -1.027747 -2.127984  -0.218
O -1.586320 0.537799 -2.200245  -0.456
C -2.468766 1.259048 4.479415  -0.609
F -1.658742 0.463663 5.161894  0.175
F -3.677410 1.292094 5.042355  0.171
F -1.993900 2.508432 4.434439  0.169
S -2.607464 0.600189 2.695416  0.654
O -3.839534 1.045007 2.115086  -0.215
O -1.304572 0.896573 2.076547  -0.368
O -2.525146 -0.913000 2.666987  -0.399
B 1.080001 -0.513071 3.648886  -1.240
F 1.329760 0.402790 4.609088  0.242
F 1.178253 -0.043330 2.296055  0.054
F 1.868108 -1.645372 3.673699  0.176
F -0.271880 -0.986362 3.641225  0.038
F 0.114759 0.186219 -0.271341  -0.438

Cartesian forces (eV/Å) of the 3 atoms listed first:
0.19 5.08 -1.89
0.84 -2.13 7.13
-0.70 -0.46 0.03

Output
HOMO energy = -14.7 eV
DFT total energy = -5428.454833 hartree
total charge = +1
frontier orbital gap = 7.9 eV
LUMO = -6.79 eV

Record 5
# C9H20N3O

A gas-phase ion, C9H20N3O (charge +1) at a distorted geometry (the ωB97M-V functional and the def2-TZVPD basis, OMol25).

Last column: Löwdin charge in e.
Element x y z (Å)
C 0.293031 -1.746159 0.593246  -0.394
C -1.881942 0.030562 1.267247  -0.174
C -2.873709 -0.257928 0.042822  -0.083
C -0.861076 -0.261022 -1.414795  -0.020
C 0.061410 -0.196759 -0.123863  -0.254
C 2.389146 0.625951 0.588960  -0.083
C 2.274908 -0.772532 -1.305573  -0.060
C -0.814058 2.025429 0.580872  -0.019
C 1.487759 0.287445 -0.526558  -0.362
N -0.636800 0.592315 0.910657  -0.162
N 1.255804 -1.829052 1.436823  0.273
N -2.052127 -1.021594 -0.905238  -0.002
O -0.520714 -2.643639 0.307388  0.045
H -2.511108 0.798957 1.949429  0.166
H -1.856015 -0.999390 1.819016  0.151
H -3.707132 -0.738946 0.370695  0.102
H -3.094991 0.618300 -0.447758  0.098
H -1.095449 0.802304 -1.787004  0.157
H -0.412674 -0.897807 -2.197726  0.142
H 2.912391 -0.151262 0.903692  0.014
H 1.809045 1.059366 1.538663  0.141
H 2.995198 1.484484 0.306691  0.109
H 2.096377 -0.814747 -2.428700  0.101
H 2.062097 -1.827240 -0.929152  0.102
H 3.372997 -0.654676 -1.384501  0.099
H -1.809239 2.272834 1.041493  0.110
H -0.005743 2.534096 1.090866  0.092
H -0.785240 2.180766 -0.430854  0.046
H 1.359062 1.119790 -1.175616  0.129
H 1.912558 -1.172191 1.681003  0.075
H 1.253726 -2.712382 1.854442  0.138
H -1.594747 -2.033433 -0.445561  0.169
H -2.641779 -1.450772 -1.577777  0.153

Cartesian forces (eV/Å) of the 3 atoms listed first:
-2.99 3.65 -3.27
-4.17 -0.93 1.73
4.62 0.50 1.40

Output
SMILES = CC(C)[C@]1(C(N)=O)C[NH2+]CCN1C
HOMO energy = -12.4 eV
energy above the lowest of the compared OMol25 structures with the same formula, charge and spin = 43.9 kcal/mol
DFT total energy = -594.126351 hartree
total charge = +1
frontier orbital gap = 9.9 eV
LUMO = -2.47 eV